No. 1
# C19H26ClN5O3S2

A single C19H26ClN5O3S2 molecule at a distorted geometry (ωB97M-V with the def2-TZVPD basis set, the Open Molecules 2025 dataset).

XYZ file:
```
56
Properties=species:S:1:pos:R:3:forces:R:3
C 2.235 1.642 -4.403 -0.3 0.1 0.1
H 3.014 2.303 -4.034 0.1 0.0 0.0
H 2.207 1.724 -5.488 0.0 0.0 -0.1
H 2.490 0.617 -4.147 0.1 -0.1 0.0
C 0.864 2.029 -3.836 0.1 0.0 -0.1
N 0.655 1.960 -2.408 0.0 0.0 0.0
C 0.617 0.656 -1.789 0.1 0.0 0.3
C 1.966 0.167 -1.239 -0.3 -0.4 -0.4
N 2.518 1.186 -0.371 0.6 -0.2 0.7
S 3.861 0.652 0.479 -0.3 -0.2 0.1
O 4.715 -0.165 -0.338 -0.2 -0.2 0.0
O 4.435 1.784 1.142 -0.2 0.2 0.1
C 3.034 -0.392 1.681 0.2 0.3 -0.4
C 2.195 0.220 2.589 -0.1 -0.1 0.3
C 1.446 -0.563 3.454 0.7 -0.2 0.1
C 1.576 -1.949 3.402 0.3 0.4 -0.2
C 2.443 -2.556 2.505 -0.1 0.1 0.1
C 3.170 -1.765 1.632 0.1 0.0 -0.1
H 3.843 -2.196 0.907 0.0 -0.1 -0.1
H 2.530 -3.630 2.486 0.0 -0.1 0.0
Cl 0.619 -2.914 4.457 -0.2 -0.2 0.1
C 0.514 0.059 4.446 0.0 0.0 -0.2
O 0.819 0.402 5.558 0.1 0.0 0.1
N -0.781 0.225 3.996 -0.3 0.3 0.7
C -1.280 -0.064 2.761 -1.1 0.0 -0.7
N -0.617 -0.528 1.759 0.9 0.1 1.1
N -1.355 -0.704 0.671 -0.6 -0.4 -1.4
C -2.589 -0.389 0.792 -0.3 0.4 0.5
C -3.609 -0.504 -0.272 -0.4 0.0 0.1
H -4.044 0.482 -0.456 0.0 0.0 -0.1
C -4.729 -1.488 0.108 0.1 -0.1 -0.3
C -5.812 -1.478 -0.965 0.1 0.1 0.3
H -6.238 -0.484 -1.079 -0.1 0.1 -0.1
H -6.612 -2.164 -0.698 -0.1 -0.1 0.0
H -5.400 -1.788 -1.922 0.0 0.0 -0.1
C -4.164 -2.893 0.292 -0.1 0.2 0.2
H -4.953 -3.583 0.583 -0.1 -0.1 0.0
H -3.396 -2.907 1.061 0.1 -0.1 0.1
H -3.721 -3.246 -0.637 0.1 -0.1 -0.1
H -5.169 -1.155 1.056 0.0 0.0 0.0
H -3.107 -0.840 -1.180 0.0 0.0 0.0
S -2.987 0.205 2.407 0.8 -0.3 -0.3
H -1.424 0.622 4.673 0.3 -0.1 0.0
H 2.128 1.295 2.603 -0.1 0.2 0.0
C 2.701 2.450 -1.058 0.1 0.6 -0.1
C 1.335 2.924 -1.574 0.1 -0.1 0.1
H 1.453 3.858 -2.126 0.0 0.0 0.0
H 0.695 3.109 -0.703 0.1 0.1 0.0
H 3.111 3.154 -0.334 0.0 0.1 -0.1
H 3.417 2.340 -1.884 -0.1 0.1 0.0
H 1.809 -0.731 -0.640 -0.1 -0.1 -0.1
H 2.673 -0.067 -2.046 -0.1 0.0 0.1
H 0.231 -0.071 -2.505 0.0 0.0 0.0
H -0.078 0.707 -0.943 0.1 -0.1 -0.1
H 0.105 1.384 -4.291 0.0 0.1 -0.1
H 0.640 3.058 -4.136 -0.1 -0.1 -0.1
```
Forces are in eV/Å.

## Properties
HOMO-LUMO gap ... 8.41 eV
Charge ... 0
E_HOMO ... -8.20 eV
ΔE to the lowest compared entry with this formula, charge and spin ... 4.74 kcal per mole
Structure (SMILES) ... CCN1CCN(S(=O)(=O)c2ccc(Cl)c(C(=O)Nc3nnc(CC(C)C)s3)c2)CC1

Löwdin population analysis, charges in e, atoms 1 to 6: -0.0794, 0.0610, 0.0701, 0.0617, -0.2462, -0.1887

No. 2
# C19H26ClNO2S

A single C19H26ClNO2S molecule at a distorted geometry (ωB97M-V with the def2-TZVPD basis set, the Open Molecules 2025 dataset).

XYZ file:
```
50
Properties=species:S:1:pos:R:3:forces:R:3
O -2.408 -0.075 0.429 -0.5 4.9 -1.1
O 1.612 0.890 -1.796 1.6 -0.3 0.4
Cl 3.847 -3.868 -1.383 -0.3 0.5 0.2
S -1.255 -1.702 1.845 3.1 -1.2 1.8
C -2.205 -1.212 0.525 -3.0 -3.6 -1.5
C 1.249 1.154 -0.659 -2.2 0.0 -3.1
C 1.801 -3.935 0.454 0.5 -0.3 -2.6
C 0.631 -3.494 1.017 0.8 -0.7 1.8
C 2.298 -1.780 -0.398 -0.8 1.0 -0.6
C 2.572 -3.119 -0.480 -1.7 -1.2 3.2
C 0.275 -2.162 0.974 -0.4 1.2 -0.7
C 1.102 -1.274 0.249 0.0 1.3 -0.9
N 0.705 0.142 0.104 -0.3 -1.9 2.6
C -3.715 -3.326 0.656 0.0 -0.3 1.1
C -2.445 -2.871 -1.466 0.4 0.6 1.2
C -4.422 -1.387 -0.833 0.7 -0.9 1.0
C -0.503 2.886 -1.208 0.1 -0.8 1.4
C 3.206 3.476 1.283 -1.1 -0.3 0.7
C 1.982 2.708 1.784 -1.3 1.7 2.7
C 3.305 3.445 -0.235 0.3 -0.4 -0.8
C 0.610 2.929 1.098 1.9 -0.1 -1.9
C 1.954 3.568 -1.017 -0.6 -0.3 2.1
C -3.159 -2.215 -0.251 -0.3 0.6 -0.6
C 0.845 2.631 -0.465 -0.3 0.1 2.6
H 2.005 -4.990 0.493 0.3 -0.2 0.1
H 0.112 -4.144 1.762 0.3 0.4 -1.1
H 2.959 -1.120 -0.934 -0.3 0.4 -0.1
H -0.119 0.387 0.695 1.3 -0.2 -0.4
H -3.015 -4.195 0.731 -0.7 0.6 -0.3
H -3.910 -3.039 1.708 0.4 0.3 -0.4
H -4.731 -3.621 0.349 0.6 -0.2 -0.4
H -3.134 -3.626 -1.796 0.0 -0.4 -0.6
H -1.426 -3.287 -1.305 -0.8 0.1 0.3
H -2.330 -2.063 -2.155 0.1 0.2 -1.0
H -5.043 -2.071 -1.389 0.0 -0.5 -0.4
H -4.294 -0.513 -1.463 0.8 0.0 0.0
H -5.060 -1.086 -0.013 0.0 0.2 0.4
H -0.196 2.984 -2.271 -1.1 0.2 0.5
H -1.000 3.785 -0.679 0.7 -1.2 -1.5
H -1.155 1.964 -0.995 0.6 1.4 -0.7
H 2.964 4.456 1.633 0.2 1.3 -0.2
H 4.130 3.219 1.882 -0.9 -0.1 -1.1
H 2.146 1.698 1.857 0.6 -2.8 -0.4
H 1.829 2.920 2.901 0.3 0.2 -1.3
H 3.782 2.506 -0.544 0.0 0.1 0.0
H 3.985 4.251 -0.502 0.0 0.0 -0.5
H 0.284 3.978 1.184 -0.1 -0.4 0.1
H -0.135 2.226 1.486 0.0 0.4 0.1
H 1.973 3.451 -2.089 0.6 0.0 -0.2
H 1.500 4.521 -0.772 0.2 0.7 -0.3
```
Forces are in eV/Å.

## Properties
HOMO-LUMO gap ... 8.90 eV
Charge ... 0
E_HOMO ... -8.61 eV
Structure (SMILES) ... CC(C)(C)C(=O)Sc1ccc(Cl)cc1NC(=O)C1(C)CCCCC1

Löwdin population analysis, charges in e, atoms 1 to 6: 0.0557, 0.0808, 0.6813, 1.0609, -0.7245, -0.4104

No. 3
# C19H26FN3O

A single C19H26FN3O molecule (ωB97M-V with the def2-TZVPD basis set, the Open Molecules 2025 dataset).

XYZ file:
```
50
Properties=species:S:1:pos:R:3:forces:R:3
C -4.108 -3.232 1.811 -0.1 0.2 0.1
C -4.298 -1.827 2.365 0.3 0.1 -0.3
C -3.365 -0.828 1.685 -0.1 0.0 0.4
O -3.744 -0.710 0.333 -0.1 -0.1 -0.1
C -3.133 0.344 -0.379 0.0 0.1 -0.3
C -3.869 0.480 -1.711 0.1 0.2 0.4
C -3.209 1.565 -2.551 0.1 -0.2 -0.1
C -1.722 1.269 -2.722 -0.2 0.3 -0.1
N -1.090 1.195 -1.419 0.0 0.0 -0.1
C -1.644 0.098 -0.647 -0.3 0.0 0.4
H -1.097 0.040 0.296 0.0 -0.1 0.0
H -1.531 -0.870 -1.166 0.0 0.0 0.0
C 0.359 1.103 -1.505 0.0 0.1 -0.1
C 0.978 1.375 -0.174 0.2 0.1 0.2
C 0.622 2.387 0.694 0.0 -0.3 -0.2
N 1.467 2.334 1.742 -0.2 -0.1 -0.5
N 2.356 1.362 1.606 0.6 -0.4 0.3
C 2.078 0.752 0.458 -0.5 0.5 0.1
C 2.903 -0.368 0.005 0.0 -0.3 -0.1
C 2.362 -1.582 -0.405 0.2 0.0 0.0
C 3.148 -2.635 -0.833 -0.1 0.0 0.0
C 4.523 -2.487 -0.845 0.0 0.0 0.0
C 5.092 -1.299 -0.418 0.2 0.0 0.0
C 4.291 -0.255 0.004 -0.1 -0.1 -0.1
H 4.727 0.672 0.343 0.0 0.1 0.0
H 6.166 -1.187 -0.414 0.1 0.0 0.0
H 5.146 -3.303 -1.179 0.0 -0.1 0.0
H 2.675 -3.555 -1.140 -0.1 -0.1 0.0
F 1.022 -1.769 -0.364 0.1 0.1 0.0
C 1.476 3.174 2.904 0.0 0.3 0.4
H 2.294 2.845 3.543 -0.1 0.0 -0.1
H 0.534 3.089 3.449 0.1 0.0 0.0
H 1.631 4.217 2.624 0.0 -0.1 0.0
H -0.165 3.108 0.625 -0.2 0.2 0.0
H 0.698 1.871 -2.212 -0.1 -0.1 0.0
H 0.692 0.127 -1.893 0.0 0.1 0.0
H -1.248 2.076 -3.289 0.0 -0.1 0.0
H -1.595 0.329 -3.290 0.0 0.0 0.0
H -3.686 1.628 -3.530 0.0 0.1 0.0
H -3.318 2.529 -2.051 0.0 0.1 -0.1
H -4.918 0.711 -1.526 0.0 0.0 0.0
H -3.821 -0.481 -2.225 0.0 -0.1 0.0
H -3.230 1.284 0.193 0.0 -0.1 -0.1
H -2.326 -1.176 1.772 0.0 0.0 0.0
H -3.439 0.156 2.178 0.0 -0.1 -0.1
H -5.327 -1.505 2.200 0.0 0.1 0.1
H -4.098 -1.814 3.439 0.0 0.1 0.0
H -3.096 -3.583 2.000 0.1 -0.1 0.0
H -4.808 -3.924 2.274 0.0 -0.1 0.0
H -4.276 -3.225 0.738 0.0 -0.1 -0.1
```
Forces are in eV/Å.

## Properties
HOMO-LUMO gap ... 9.35 eV
Charge ... 0
E_HOMO ... -8.56 eV
ΔE to the lowest compared entry with this formula, charge and spin ... 1.72 kcal per mole
Structure (SMILES) ... CCCO[C@@H]1CCCN(Cc2cn(C)nc2-c2ccccc2F)C1

Löwdin population analysis, charges in e, atoms 1 to 6: -0.1068, -0.2303, -0.2379, -0.1156, -0.3367, -0.1365

No. 4
# C19H26IN6OPS8V

A molecular structure, C19H26IN6OPS8V (ωB97M-V with the def2-TZVPD basis set, the Open Molecules 2025 dataset).

XYZ file:
```
63
Properties=species:S:1:pos:R:3:forces:R:3
V -1.110 -0.967 -0.752 0.3 0.1 0.1
S -2.335 1.063 -1.370 0.1 0.0 0.0
S -4.243 0.450 -0.891 0.0 0.0 0.0
S -4.458 -1.241 -2.027 0.0 0.0 0.0
S -2.881 -2.409 -1.342 -0.1 -0.1 0.0
S 1.126 -0.031 -0.757 -0.2 0.0 0.0
S 1.184 2.016 -1.212 0.0 0.0 -0.1
S 1.267 3.158 0.497 0.0 0.0 0.0
S -0.552 3.895 1.032 0.0 -0.1 0.0
C 4.257 -0.044 4.075 0.0 0.0 0.0
C 2.955 0.577 4.504 0.0 0.0 0.0
C 2.435 0.369 5.775 0.0 0.0 0.0
C 1.211 0.912 6.143 0.0 0.0 0.0
C 0.495 1.696 5.248 0.0 0.0 0.0
N -0.765 2.201 5.664 0.0 0.0 0.0
C -1.776 2.687 4.856 0.1 0.1 0.1
O -2.469 3.623 5.211 0.0 -0.1 0.0
N -1.970 2.057 3.649 -0.3 -0.1 0.1
C -1.664 0.755 3.253 0.1 0.1 0.0
C -1.442 -0.300 4.128 0.0 0.0 0.0
C -1.091 -1.534 3.607 0.0 0.0 0.0
C -1.000 -1.700 2.243 -0.1 0.0 -0.1
N -1.276 -0.699 1.395 0.0 0.0 0.0
C -1.596 0.499 1.885 0.2 0.0 0.0
C 1.022 1.949 3.984 0.0 0.0 0.0
C 2.229 1.375 3.623 0.0 0.0 0.0
H 4.731 -0.578 4.899 0.0 0.0 0.0
H 4.955 0.715 3.716 0.0 0.0 0.0
H 4.100 -0.751 3.258 0.0 0.0 0.0
H 2.980 -0.244 6.485 0.0 0.0 0.0
H 0.797 0.710 7.125 0.0 0.0 0.0
H -0.787 2.639 6.572 0.0 0.0 0.0
H -2.365 2.659 2.942 0.1 0.1 -0.1
H -1.526 -0.160 5.195 0.0 0.0 0.0
H -0.886 -2.370 4.261 0.0 0.0 0.0
H -0.719 -2.644 1.800 0.0 0.0 0.0
H -1.757 1.299 1.173 0.0 0.1 0.0
H 0.497 2.581 3.272 0.0 0.0 0.0
H 2.600 1.563 2.622 0.0 0.0 0.0
C 0.119 -2.307 -5.939 0.0 0.0 0.0
N 1.222 -1.594 -5.154 0.0 0.0 0.0
C 1.263 -0.129 -5.600 0.0 0.0 0.0
N -0.009 0.479 -5.472 0.0 0.0 0.0
C -1.015 -0.263 -6.221 0.0 0.0 0.0
N -1.130 -1.653 -5.788 0.0 0.0 0.0
C -1.669 -1.764 -4.415 0.0 0.0 0.0
P -0.610 -0.923 -3.154 0.0 0.0 -0.1
C 0.983 -1.715 -3.675 0.0 0.0 0.0
C -0.402 0.673 -4.062 0.0 0.0 0.0
H 0.081 -3.329 -5.563 0.0 0.0 0.0
H 0.437 -2.295 -6.984 0.0 0.0 0.0
H 2.117 -2.027 -5.377 0.0 0.0 0.0
H 1.588 -0.144 -6.643 0.0 0.0 0.0
H 2.002 0.368 -4.973 0.0 0.0 0.0
H -0.745 -0.250 -7.281 0.0 0.0 0.0
H -1.978 0.227 -6.094 0.0 0.0 0.0
H -1.771 -2.815 -4.139 0.0 0.0 0.0
H -2.668 -1.327 -4.377 0.0 0.0 0.0
H 0.957 -2.773 -3.414 0.0 0.0 0.0
H 1.800 -1.237 -3.133 0.0 0.0 0.0
H 0.325 1.303 -3.549 0.0 0.0 0.0
H -1.356 1.199 -4.021 0.0 0.0 0.0
I 0.286 -3.479 -0.713 0.0 0.0 0.0
```
Forces are in eV/Å.

## Properties
HOMO-LUMO gap (alpha / beta) ... 4.39 / 4.39 eV
Expectation value of S² ... 2.038
Charge ... -1
E_HOMO (alpha / beta) ... -3.27 / -3.27 eV
ΔE to the lowest compared entry with this formula, charge and spin ... 0.00 kcal per mole
2S+1 ... 3

Löwdin population analysis, charges in e, atoms 1 to 6: -0.3772, 0.0301, -0.0818, -0.1059, -0.0665, -0.0346